{
  "formula": "C29H43B2F4N5O11P2PbSi",
  "method": "ωB97M-V/def2-TZVPD",
  "elements": ["H", "C", "C", "C", "C", "F", "O", "C", "H", "H", "H", "C", "P", "H", "H", "C", "H", "P", "C", "C", "C", "O", "C", "H", "N", "N", "H", "H", "O", "C", "H", "O", "C", "C", "H", "H", "H", "B", "Si", "C", "H", "C", "H", "C", "N", "O", "H", "H", "H", "F", "H", "H", "O", "C", "Pb", "H", "C", "H", "C", "H", "C", "C", "C", "H", "H", "O", "O", "N", "C", "N", "F", "H", "C", "H", "F", "H", "H", "H", "H", "H", "H", "H", "H", "H", "O", "C", "H", "O", "H", "O", "H", "C", "C", "H", "C", "H", "H", "B"],
  "coordinates": [[2.69, 3.89, -2.35], [-1.66, -1.57, -1.86], [-3.01, 0.13, -0.77], [5.19, 1.40, -2.31], [-2.35, 2.19, 2.41], [-1.48, 0.55, -4.80], [2.43, 3.06, -3.12], [3.04, -3.70, -0.08], [-2.25, 2.21, 4.54], [3.38, -5.37, -1.38], [2.22, 4.42, -4.62], [-0.47, -4.68, 4.80], [3.52, 1.59, -0.03], [-4.24, -2.69, -1.21], [-2.56, 3.77, 3.81], [0.72, -3.21, 0.44], [-2.73, -2.57, 0.25], [2.53, 0.45, -2.36], [0.35, -4.30, -0.35], [-4.36, -0.55, -0.95], [-1.74, -4.55, 5.33], [2.71, 0.67, 0.80], [-2.80, 2.70, 3.74], [4.78, 4.31, -0.93], [0.38, 2.08, -2.16], [-1.18, 2.46, 1.91], [2.24, -0.37, -4.33], [0.68, 3.91, -3.88], [-2.66, 0.90, -1.88], [2.27, 2.78, -0.81], [3.67, 4.98, 0.32], [4.73, 2.33, 0.66], [-4.12, 0.40, 2.38], [1.77, 2.15, -2.17], [-4.50, -0.45, 1.82], [1.22, -0.54, 2.28], [5.53, 0.74, -3.10], [0.82, 4.01, 2.29], [-0.52, -2.28, 1.45], [1.65, 3.58, -4.23], [-3.10, -2.50, 3.02], [-2.11, -1.72, 0.55], [4.79, 2.31, -2.78], [-2.94, -1.80, -2.68], [-1.89, -0.80, -0.59], [4.63, -0.56, -1.07], [0.26, -5.30, 5.29], [-5.08, -1.87, -2.50], [-5.06, 0.17, -1.36], [0.37, 5.15, 1.72], [0.99, -5.90, -1.62], [3.92, -1.08, -0.67], [-0.42, 3.19, 2.71], [-0.13, -4.02, 3.62], [0.21, 0.78, 0.09], [-0.46, -0.10, 2.69], [2.09, -2.93, 0.57], [-2.65, -1.21, 1.34], [-4.21, -1.80, -1.84], [-4.76, -0.85, 0.02], [4.13, 0.68, -1.49], [-3.12, 1.22, 1.64], [1.29, -5.07, -1.02], [4.09, -3.50, 0.05], [-0.70, -4.57, -0.45], [2.72, 4.09, -1.28], [1.67, -0.53, -1.63], [1.18, 3.03, 0.10], [-2.68, -3.76, 4.68], [-2.92, 1.16, 0.35], [-1.76, 2.56, -3.80], [-0.91, -1.04, -2.44], [-2.34, -3.10, 3.51], [-2.36, 1.94, -0.01], [1.55, 4.12, 3.41], [-3.02, -1.03, -3.46], [-1.22, -2.51, -1.54], [3.81, 5.80, -1.26], [-4.96, 1.07, 2.59], [2.42, -2.11, 1.19], [6.04, 1.66, -1.67], [1.57, 2.81, -4.99], [-3.46, 1.27, -2.29], [0.86, -4.14, 3.21], [0.10, 1.19, -3.29], [2.64, -4.77, -0.88], [-3.72, 0.08, 3.34], [2.90, 0.15, -3.86], [-2.00, -5.07, 6.24], [1.73, 3.31, 1.29], [-2.85, -2.75, -3.21], [0.18, -0.64, 2.00], [3.86, 4.85, -0.74], [-3.86, 2.56, 3.90], [-1.06, -3.21, 2.96], [-3.68, -3.67, 5.09], [4.61, 2.48, 1.61], [-1.05, 1.47, -3.96]],
  "total_charge": 2,
  "orbital_gap_ha": [0.2450, 0.2229]
}

{
  "formula": "C29H43BBaF4N8OSi4",
  "method": "ωB97M-V/def2-TZVPD",
  "elements": ["H", "C", "C", "H", "H", "H", "C", "C", "H", "H", "H", "C", "Si", "H", "H", "C", "H", "H", "C", "O", "H", "N", "C", "H", "H", "C", "C", "H", "Si", "C", "C", "H", "C", "C", "H", "C", "Si", "H", "N", "H", "F", "N", "H", "H", "C", "H", "C", "C", "F", "N", "H", "H", "H", "N", "C", "H", "F", "H", "H", "H", "C", "C", "B", "H", "H", "C", "H", "H", "H", "H", "C", "F", "H", "C", "H", "C", "H", "H", "H", "H", "N", "C", "N", "H", "C", "C", "H", "C", "Si", "N", "Ba"],
  "coordinates": [[-2.83, -3.27, 1.49], [3.88, 3.28, 2.41], [1.68, 3.22, 5.43], [7.72, 1.05, -3.40], [-2.60, -4.67, -1.35], [5.83, -0.68, -3.46], [5.98, -0.69, -2.38], [5.53, 1.27, -0.83], [-2.95, -2.09, -4.76], [2.94, -1.07, 4.87], [-4.10, -2.97, 2.69], [3.08, 2.79, 3.53], [-3.89, -2.93, -2.60], [-4.46, -3.84, 1.19], [-4.24, -0.19, 2.95], [-5.91, 1.02, -2.21], [6.91, 4.36, -0.80], [-3.80, 1.86, -4.47], [-3.88, -3.01, 1.61], [4.38, 2.39, 1.53], [-4.51, 0.93, 1.61], [2.77, -1.88, -1.29], [7.18, 1.48, -2.56], [-6.37, -2.88, -2.32], [-6.60, -2.30, 0.09], [5.06, 3.19, 0.67], [3.54, -1.12, -2.06], [-3.66, 3.22, -1.86], [-3.21, -1.15, -1.25], [-0.65, -1.20, 2.81], [-2.84, -3.00, -4.16], [-2.22, 2.31, -1.41], [7.43, 2.78, -2.18], [-5.69, -2.90, -3.17], [-2.44, 0.76, -4.17], [-6.25, -1.45, 0.68], [-4.37, -1.39, 0.75], [4.77, 0.70, -0.31], [1.11, -1.03, 3.90], [3.43, -3.29, 0.20], [0.81, 2.51, -1.48], [-0.23, -0.93, 4.02], [3.47, 0.74, 3.10], [1.17, 3.92, 6.08], [1.99, -0.53, 4.96], [2.45, -1.46, 2.32], [6.23, 0.72, -1.89], [2.44, 3.69, 4.38], [0.57, 1.89, 0.71], [4.94, -2.25, -0.80], [-6.66, -0.54, 0.22], [3.20, -0.40, -2.79], [1.53, -0.79, 5.91], [4.82, -1.33, -1.79], [2.19, 0.95, 4.81], [-3.60, 2.35, -0.32], [2.48, 3.04, 0.05], [-1.77, -3.11, -3.92], [-1.70, -1.20, 2.55], [8.17, 3.37, -2.71], [6.74, 3.34, -1.12], [1.54, 1.85, 5.64], [1.49, 2.18, -0.31], [-4.02, 0.12, -4.64], [-5.91, -3.79, -3.77], [5.79, 2.58, -0.44], [-4.29, -4.68, -0.85], [-6.29, 1.10, -1.18], [-6.42, 0.18, -2.68], [-2.89, 0.32, 1.91], [-3.31, 2.31, -1.37], [2.10, 0.85, -0.59], [6.83, -1.34, -2.17], [3.69, -2.56, -0.54], [0.92, 1.49, 6.45], [-3.95, 0.04, 1.92], [-3.12, -3.85, -4.78], [-6.20, 1.93, -2.74], [2.54, 4.76, 4.19], [-3.83, -5.41, -2.39], [4.22, 4.49, 2.15], [1.44, -1.36, 2.66], [0.35, -1.48, 1.92], [-6.67, -1.54, 1.68], [-3.52, 0.89, -4.04], [-3.63, -4.57, -1.71], [-5.89, -2.02, -3.78], [2.96, 1.43, 3.76], [-4.04, 0.79, -2.23], [5.00, 4.43, 1.00], [0.13, -0.76, -0.79]],
  "orbital_gap_ha": 0.2281
}

{
  "formula": "C29H43BN3O9",
  "method": "ωB97M-V/def2-TZVPD",
  "elements": ["C", "H", "H", "H", "O", "C", "C", "C", "B", "N", "O", "H", "H", "H", "H", "C", "C", "O", "H", "H", "H", "C", "H", "C", "C", "H", "H", "C", "C", "H", "C", "O", "H", "H", "H", "H", "H", "H", "C", "C", "H", "H", "C", "H", "H", "C", "H", "C", "C", "C", "H", "C", "H", "C", "C", "H", "H", "C", "O", "N", "C", "H", "H", "O", "H", "H", "O", "H", "C", "N", "H", "H", "H", "C", "O", "H", "C", "C", "H", "H", "H", "H", "O", "C", "H"],
  "coordinates": [[5.03, -3.60, 0.26], [4.64, 3.46, -2.29], [-0.30, -7.03, -1.49], [0.48, 1.67, 6.42], [2.53, -3.01, -1.83], [-2.48, 0.93, 0.60], [-5.95, 0.48, -3.10], [-0.79, -4.40, -0.77], [2.77, 0.99, 1.03], [2.99, 1.37, 2.52], [-0.56, -0.12, -4.15], [1.40, -0.85, -2.67], [-1.59, -0.75, 1.79], [-2.17, -1.49, -0.70], [-2.03, 2.08, 3.09], [-1.01, -1.68, -0.55], [0.66, 0.29, -0.70], [3.99, 0.32, 0.48], [5.51, -3.42, 1.32], [2.51, 0.69, 3.15], [0.47, 0.13, 2.67], [1.42, 1.44, 0.26], [-2.95, 2.99, -2.90], [-0.03, 1.20, -1.90], [2.93, 3.10, -0.70], [-5.69, -1.94, -3.22], [-1.97, -3.20, 0.90], [-0.99, 0.49, -3.00], [-5.10, -0.92, -3.14], [-0.24, 2.66, 3.65], [1.79, -0.59, -1.57], [2.82, -4.82, 0.75], [3.44, 5.34, -0.37], [-4.53, 4.61, 2.43], [0.90, 1.53, -2.58], [2.72, 2.36, 2.69], [-1.79, -0.01, 4.90], [-3.08, 0.44, -0.29], [0.23, 0.75, 5.70], [-0.95, 1.74, 3.36], [5.29, -4.68, -0.13], [4.44, 1.57, -1.76], [3.37, -3.62, 0.52], [4.45, -0.22, 1.19], [-3.26, 0.86, 1.51], [-0.89, 0.75, 4.71], [-0.63, 2.14, -1.51], [-5.15, 1.94, -2.99], [0.52, -6.41, -0.88], [-3.57, 3.09, 0.90], [1.19, -5.88, -1.69], [-1.17, 0.14, 1.11], [-2.66, 4.35, 2.71], [2.29, -2.00, -0.95], [-0.95, -3.12, 0.29], [0.92, -0.20, 5.87], [4.83, 4.14, 0.17], [3.90, 2.59, -1.97], [-0.16, -5.49, 0.04], [-0.27, -0.56, 0.12], [-0.16, 0.95, 2.12], [3.17, 2.40, -2.87], [0.39, -1.07, 0.80], [2.60, -2.36, 0.44], [2.77, 0.06, -1.80], [-0.02, -4.06, -1.57], [0.52, 1.95, 1.35], [-0.07, -3.18, 1.05], [-3.49, 4.41, 1.88], [1.67, 2.75, -0.45], [-3.27, 5.41, 1.27], [-0.61, -1.96, -1.63], [-2.88, -1.98, -3.16], [3.65, 4.32, 0.20], [-2.32, 2.41, 0.43], [3.24, 4.35, 1.31], [-3.46, -0.94, -3.11], [-3.49, 1.94, -2.94], [-7.13, 0.46, -3.16], [5.29, -2.75, -0.49], [-1.82, -4.76, -1.21], [1.23, -7.15, -0.28], [-4.82, 2.70, 0.51], [-2.67, 0.53, -3.00], [-5.79, 2.95, -2.99]],
  "total_charge": 1,
  "orbital_gap_ha": 0.2795
}

| no. | DFT total energy (eV) |
| --- | --- |
| 1 | -104660.350 |
| 2 | -88500.532 |
| 3 | -54312.333 |